57
Properties=species:S:1:pos:R:3:forces:R:3 method="wB97M-V/def2-TZVPD" spin_multiplicity=1 total_energy_ha=-9198.1014 homo_energy_ev=-12.2 charge=+1
C 3.85860 -0.35393 1.48524 0.426 0.070 -0.715
C 4.20176 1.17775 0.91045 0.181 -0.554 -0.549
C 2.89732 2.17493 0.96268 -0.346 -1.980 -0.538
I 3.05712 3.73926 2.51713 -0.027 -0.623 -0.923
N 2.58267 2.72266 -0.41150 -3.224 -0.934 -0.065
Br 3.88773 3.58022 -1.51036 -0.522 -0.369 1.328
C 1.30870 2.64294 -0.98874 -1.623 0.409 -1.603
N 1.08824 3.17654 -2.38709 -6.215 -3.481 4.076
C -0.40457 2.83280 -2.57056 2.849 -0.880 3.533
N -0.98216 2.15925 -1.34292 2.709 1.807 -3.549
C -2.36042 1.62493 -1.02302 -2.200 -0.190 0.445
O -2.39922 0.56270 -0.00624 1.327 1.224 -2.344
C -1.71471 -0.66978 -0.47844 1.400 -0.497 0.429
N 0.03361 2.07041 -0.40401 3.784 1.649 -1.469
H 4.39265 -1.12760 0.75035 -1.057 1.705 1.819
H 4.28249 -0.48408 2.57142 -1.137 0.150 -2.162
H 2.70129 -0.60541 1.39935 2.436 0.666 0.439
H 4.52107 1.00968 -0.21748 -0.811 0.676 2.272
H 5.11504 1.67267 1.45282 -1.878 -1.076 -0.954
H 1.97673 1.50263 1.29031 1.885 1.567 -0.698
H -1.00383 3.05626 -3.55934 1.234 -0.618 2.461
H -2.83037 1.21443 -2.01335 1.073 0.973 1.693
H -2.99290 2.53600 -0.60680 1.295 -2.087 -0.737
H -1.28851 -0.47450 -1.55096 -1.037 -0.752 1.864
H -0.76890 -0.85035 0.22195 -2.031 0.364 -1.387
H -2.43094 -1.59141 -0.39124 1.574 2.147 -0.276
H -0.09619 1.66274 0.55046 -0.152 0.579 -1.411
C 1.88226 2.05530 6.16643 0.072 0.330 0.253
Cl 1.03939 1.26191 4.83042 -0.141 0.017 -0.091
Cl 3.05946 0.96720 6.91155 -0.031 0.132 -0.009
H 2.40394 2.93637 5.78486 -0.083 -0.308 -0.001
H 1.15046 2.35722 6.91963 0.147 -0.216 -0.226
C -4.50711 -3.00532 -2.09308 -0.391 -0.350 -0.284
Cl -4.44852 -1.24978 -1.89440 -0.443 0.106 -0.181
Cl -3.02766 -3.76326 -1.49166 -0.025 -0.274 -0.046
H -5.36040 -3.39828 -1.53495 0.299 0.165 -0.057
H -4.62081 -3.23972 -3.15427 0.133 0.105 0.290
C -4.09890 2.34926 2.72095 -0.250 -0.163 -0.281
Cl -4.95066 1.58253 4.06686 -0.002 0.006 -0.167
Cl -2.72886 3.30604 3.29761 0.143 0.047 -0.164
H -3.73160 1.57382 2.04433 -0.012 0.130 0.268
H -4.79197 3.00529 2.18872 0.162 -0.083 0.274
C -4.63390 -7.48975 -2.48523 0.087 -0.172 0.385
Cl -6.00993 -6.42425 -2.79522 -0.062 0.064 0.078
Cl -3.61503 -7.64701 -3.92124 0.081 -0.038 0.046
H -4.03767 -7.07285 -1.66992 -0.179 -0.043 -0.298
H -5.00545 -8.47776 -2.20279 0.045 0.273 -0.195
C 6.80335 5.84951 -1.56491 0.360 0.264 0.587
Cl 5.75744 5.01665 -2.72130 0.544 0.172 -0.817
Cl 6.32345 7.54040 -1.37632 0.082 -0.214 0.017
H 6.73190 5.34925 -0.59607 -0.121 0.093 -0.266
H 7.83421 5.81042 -1.92519 -0.361 -0.011 -0.087
C -0.84844 -6.84512 -1.77373 -0.069 -0.041 -0.420
Cl -1.70020 -7.61185 -0.42782 -0.038 -0.038 -0.015
Cl 0.52160 -5.88833 -1.19707 0.010 0.069 -0.072
H -0.48113 -7.62055 -2.45035 -0.056 0.175 0.283
H -1.54150 -6.18908 -2.30596 0.185 -0.141 0.217